1.
26
Properties=species:S:1:pos:R:3 method="wB97M-V/def2-TZVPD" charge=+2 e_lumo_ev="-8.68 / -8.68" e_above_lowest_ev=2.308 homo_ev="-17.01 / -17.01"
N 2.521 0.711 -0.167
N 1.357 0.167 -0.060
N 2.049 -1.812 -0.076
N -1.895 0.171 -0.235
C -0.882 -0.019 0.873
H 4.355 2.086 0.067
H -1.480 0.772 -0.870
H 1.202 -1.762 -0.663
H -3.892 0.591 0.649
C -2.351 -1.052 -0.861
H -2.878 1.941 0.564
S 3.231 2.050 0.761
H 4.416 0.192 -0.826
H 0.159 1.902 0.464
C 3.503 -0.160 -0.602
C -3.118 0.909 0.066
H -2.135 -1.917 -0.240
H -1.311 0.214 1.799
H -3.304 -1.221 -1.335
H -0.529 -1.108 0.930
H -1.722 -1.272 -1.748
N 3.255 -1.414 -0.477
H -3.631 1.047 -0.961
C 0.367 0.807 0.786
H 0.556 0.971 1.929
H 2.155 -2.792 0.235

=====

2.
72
Properties=species:S:1:pos:R:3 method="wB97M-V/def2-TZVPD" e_lumo_ev="-0.19 / -0.17" e_above_lowest_ev=0.470 spin_multiplicity=2 s2=0.752 homo_ev="-8.91 / -9.14"
O 2.942 2.732 0.491
Cl -1.382 9.082 0.965
Cl 3.318 8.343 -0.234
S 1.894 1.771 0.556
C -0.898 6.405 0.938
O -0.855 -0.456 -2.091
H -3.123 5.297 -1.501
C 1.540 7.402 3.183
C 1.756 8.689 3.567
C 3.659 0.635 2.218
C -2.381 3.215 -1.274
O 1.557 1.116 -0.753
C 2.587 8.230 1.320
C 2.022 7.118 1.870
H 5.122 -0.071 3.619
C 2.346 0.568 1.797
H 1.043 6.666 3.798
H 1.420 5.072 1.880
H 1.179 -1.684 4.038
C -4.960 -1.043 -1.108
C -2.006 4.876 2.471
C 0.093 6.604 -0.183
O -2.323 0.264 -0.641
C -2.767 -1.868 -1.616
Ti -0.463 0.891 -0.318
C -3.672 -2.133 0.616
H -2.175 3.874 2.834
O -0.628 -1.867 2.589
N -5.801 -0.661 -0.082
H -6.557 -0.047 -0.355
C 1.435 -0.284 2.467
H -1.292 6.924 -1.811
H 0.317 6.341 -2.285
O 1.253 5.796 -0.057
O 0.155 -0.986 0.408
N -1.087 2.729 -1.260
H 4.338 1.307 1.715
C -4.468 -1.688 1.584
H 0.775 3.761 -1.472
Cl -3.754 5.687 4.371
C -1.917 -0.640 -1.481
O -6.298 -0.256 2.101
C 4.089 -0.128 3.305
N -1.013 4.897 -1.581
H 2.909 5.377 0.987
C -0.479 6.249 -1.546
H -0.592 4.285 0.990
N -3.908 -1.865 -0.732
H -3.109 -1.930 -2.651
O 0.570 2.252 1.017
H 0.382 7.659 -0.262
H -2.994 8.075 3.030
F -4.268 -1.999 2.863
H -2.810 -2.749 0.839
S 2.547 9.590 2.348
C 1.873 -1.018 3.549
H 1.486 9.157 4.497
C -0.302 3.769 -1.451
H 3.521 -1.511 4.829
C -1.594 7.446 1.530
C -5.598 -0.805 1.289
C -2.345 4.558 -1.452
C -2.665 5.954 3.042
C -1.132 5.119 1.426
H -3.226 2.562 -1.145
S -0.189 -0.735 1.844
C 3.199 -0.929 3.977
C 1.917 5.775 1.206
O -1.102 0.420 1.803
H -2.147 -2.739 -1.397
C -2.474 7.243 2.580
O -5.141 -0.696 -2.252

=====

3.
70
Properties=species:S:1:pos:R:3 method="wB97M-V/def2-TZVPD" charge=+3 e_lumo_ev="-8.83 / -12.28" e_above_lowest_ev=0.000 spin_multiplicity=6 s2=8.777 homo_ev="-15.99 / -17.65"
C -0.010 -0.622 3.489
H -2.920 -0.331 -2.776
H 0.425 -0.257 -3.375
C -2.533 -1.348 -2.636
C -0.603 1.486 -2.785
H -2.443 0.601 2.904
H 2.614 -1.247 0.372
H -1.114 2.850 2.116
H -1.993 -3.386 1.908
C 3.579 2.588 -2.559
N 1.583 0.468 1.015
H 1.884 -2.410 1.988
H 1.788 1.126 -1.088
H -1.467 1.069 -3.340
H -0.334 -1.235 4.340
C 2.884 2.054 2.283
H 0.045 -0.298 -1.682
C 4.528 1.605 -2.294
P -0.393 -1.507 1.921
C 1.807 0.901 -2.165
H -0.928 2.026 -1.892
H -1.715 -1.537 -3.344
S 1.048 3.397 -3.030
H 0.827 -3.388 0.941
C 2.702 -0.301 0.902
H -0.097 2.306 -3.552
H -1.554 -3.778 -1.935
H -0.525 0.344 3.535
H -4.144 -1.067 0.075
C -3.290 1.640 -0.666
H 2.544 -1.197 -2.311
Ru -0.429 -0.246 0.061
C -1.783 -2.535 2.564
Br 5.489 -0.936 1.033
P -1.950 -1.613 -0.905
H 3.868 3.632 -2.669
C 4.171 0.237 -2.266
H -2.166 3.611 0.886
H 5.011 1.644 2.447
H -4.021 0.833 -0.791
C 4.048 1.317 2.091
C 2.856 -0.141 -2.339
C 2.232 2.261 -2.700
C 0.385 0.401 -2.492
H -1.487 -2.925 3.547
H -3.469 -2.559 0.782
H 0.761 2.122 1.967
H 4.943 -0.533 -2.188
H -4.174 -2.584 -0.847
H 5.570 1.874 -2.186
C 3.946 0.118 1.398
H -2.687 -1.931 2.694
C 1.681 1.584 1.764
H -3.807 2.539 -0.302
H 0.705 -3.530 2.716
C -3.586 -1.985 -0.139
H -3.681 -0.086 1.819
H 1.068 -0.450 3.564
H -2.870 1.874 -1.649
C -3.056 0.791 2.016
P -2.001 1.207 0.573
H -0.500 3.120 0.455
H -3.709 1.651 2.214
H -1.347 -3.882 -0.164
H -0.071 -3.140 -1.176
C 0.881 -2.834 1.886
C -1.383 2.859 1.051
H 2.875 2.996 2.819
H -3.352 -2.050 -2.847
C -1.155 -3.264 -1.050